# C2H7O2SSi

C2H7O2SSi as an isolated structure (wB97M-V/def2-TZVPD, the Open Molecules 2025 dataset).

```
13
Properties=species:S:1:pos:R:3
C 0.98335 -1.73289 0.84821
C -0.11519 -1.25203 -0.11574
O -0.97469 3.53413 -1.10200
O -1.38416 3.36350 1.28807
Si -0.30799 0.50310 -0.64017
S -0.39374 3.15336 0.23811
H 1.98270 -1.38754 0.71504
H 0.79410 -1.23810 1.80872
H 0.92638 -2.85679 0.96682
H -1.12467 -1.71553 0.17104
H -0.01089 -1.97123 -1.06042
H 0.92527 0.60764 -1.48946
H -1.30046 0.99238 -1.62823
```

Values from the calculation:
- spin multiplicity = 1
- energy above the lowest of the compared OMol25 structures with the same formula, charge and spin (kcal per mole) = 12.8
- total charge = -1
- molecular weight (g mol⁻¹) = 123.2
- energy (hartree) = -918.53219


# C2H7O3P

One molecule with the formula C2H7O3P (wB97M-V/def2-TZVPD, the Open Molecules 2025 dataset).

```
13
Properties=species:S:1:pos:R:3
C 2.10684 0.19877 -0.12624
C -0.89273 0.12954 0.26369
O -1.01279 0.98482 1.29470
O -1.98837 -0.75500 0.10504
O -0.75024 0.73848 -0.92654
P 0.79897 -1.11022 0.45892
H 2.88720 -0.40480 -0.58714
H 2.52199 0.64645 0.76962
H 1.39358 0.87143 -0.77767
H -1.87592 1.45477 1.16571
H -2.16318 -1.42549 0.78752
H -1.23296 0.41511 -1.69913
H 0.20763 -1.74386 -0.72849
```

Values from the calculation:
- spin multiplicity = 1
- energy above the lowest of the compared OMol25 structures with the same formula, charge and spin (kcal per mole) = 51.6
- SMILES = CPC(O)(O)O
- molecular weight (g mol⁻¹) = 110.0
- energy (hartree) = -647.42133


# C2H7O4P

One molecule with the formula C2H7O4P (wB97M-V/def2-TZVPD, the Open Molecules 2025 dataset).

```
14
Properties=species:S:1:pos:R:3
C -0.34111 -1.49427 0.01183
C 1.45252 -0.09450 -0.85571
O -1.15828 -1.91824 -0.87095
O -1.73416 0.66726 0.87362
O -0.20330 1.71165 -0.48949
O 0.42978 0.70403 1.73225
P -0.13773 0.29430 0.25936
H 1.41922 0.69940 -1.50433
H 1.18544 -1.03000 -1.36959
H 2.44550 -0.32173 -0.35593
H -1.90375 -1.37736 -1.15887
H -2.18547 -0.10281 1.36445
H -0.13548 2.29230 0.29749
H 0.86683 -0.03002 2.06585
```

Values from the calculation:
- spin multiplicity = 1
- energy above the lowest of the compared OMol25 structures with the same formula, charge and spin (kcal per mole) = 132.4
- molecular weight (g mol⁻¹) = 126.0
- energy (hartree) = -722.60651


# C2H7OPS

A 2-piece molecular cluster, C2H7OPS overall (wB97M-V/def2-TZVPD, the Open Molecules 2025 dataset).

```
12
Properties=species:S:1:pos:R:3
C 0.26829 -0.14396 1.21414
C 1.09512 0.24056 -1.30251
O -0.30685 -1.97886 -0.62252
P -3.23597 0.01955 0.42676
S -0.40468 -0.52677 -0.46621
H 0.27569 0.92679 1.46789
H -0.41769 -0.59367 1.84009
H 1.26768 -0.66439 1.29932
H 1.09052 1.23684 -0.92079
H 2.06772 -0.12839 -1.10213
H 0.90501 0.29833 -2.38743
H -2.60484 1.31399 0.55338
```

Values from the calculation:
- spin multiplicity = 1
- energy above the lowest of the compared OMol25 structures with the same formula, charge and spin (kcal per mole) = 122.5
- molecular weight (g mol⁻¹) = 110.1
- energy (hartree) = -895.02078


# C2H7OPS2

A 2-piece molecular cluster, C2H7OPS2 overall (wB97M-V/def2-TZVPD, the Open Molecules 2025 dataset).

```
13
Properties=species:S:1:pos:R:3
C -3.08924 0.01410 -1.71102
C 1.85237 -1.01737 2.20223
O -2.67177 0.59034 -0.73644
P 0.80503 0.97138 0.13150
S 1.35296 0.91483 -1.91685
S 0.95350 -1.07205 0.57797
H -3.49208 0.60859 -2.55477
H -3.31538 -0.98071 -1.63755
H -0.54860 0.95707 -0.09097
H 1.89455 0.03125 2.39812
H 2.78388 -1.55023 2.09823
H 1.26164 -1.41778 3.06028
H 2.21314 1.95059 -1.82074
```

Values from the calculation:
- spin multiplicity = 1
- energy above the lowest of the compared OMol25 structures with the same formula, charge and spin (kcal per mole) = 53.0
- SMILES = CSPS.C=O
- molecular weight (g mol⁻¹) = 142.2
- energy (hartree) = -1293.32737


# C2H7OPS2

A 2-piece molecular cluster, C2H7OPS2 overall (wB97M-V/def2-TZVPD, the Open Molecules 2025 dataset).

```
13
Properties=species:S:1:pos:R:3
C 1.59976 0.88067 0.71681
C 0.60847 -0.26419 0.80023
O -1.12710 -1.21378 -1.97351
P -1.14108 0.29248 0.49871
S -2.51973 -0.81989 1.28272
S -1.36626 1.96822 -0.44598
H 1.46634 1.56948 1.55135
H 2.61870 0.49157 0.74700
H 1.46598 1.43325 -0.21273
H 0.61528 -0.75549 1.77688
H 0.80258 -1.01955 0.03170
H -1.15135 -0.74007 -2.80907
H -1.87160 -1.82271 -1.96409
```

Values from the calculation:
- spin multiplicity = 3
- energy above the lowest of the compared OMol25 structures with the same formula, charge and spin (kcal per mole) = 0.0
- expectation value of S² = 2.019
- molecular weight (g mol⁻¹) = 142.2
- energy (hartree) = -1293.29168


# C2H7OS

A 2-piece molecular cluster, C2H7OS overall (wB97M-V/def2-TZVPD, the Open Molecules 2025 dataset).

```
11
Properties=species:S:1:pos:R:3
O 0.33962 -2.76961 -1.28657
H 0.29509 -1.83179 -0.59796
C 0.62572 -0.53137 0.10916
S -0.95388 0.27132 0.11087
C -0.57457 2.02833 0.49425
H 1.22092 -0.02116 -0.62833
H 0.99231 -0.89121 1.06190
H -0.37479 -3.32361 -0.94310
H 0.09791 2.00171 1.34148
H -1.50767 2.56728 0.73734
H -0.16064 2.50010 -0.39903
```

Values from the calculation:
- spin multiplicity = 1
- energy above the lowest of the compared OMol25 structures with the same formula, charge and spin (kcal per mole) = 47.5
- total charge = -1
- molecular weight (g mol⁻¹) = 79.1
- energy (hartree) = -553.78826


# C2H7OS

A 2-piece molecular cluster, C2H7OS overall (wB97M-V/def2-TZVPD, the Open Molecules 2025 dataset).

```
11
Properties=species:S:1:pos:R:3
O -1.69254 -0.74421 1.78147
H -0.70170 -0.67083 1.46994
C 0.42578 -0.35577 -1.05522
C 0.72217 0.85719 -0.14138
S 1.54387 0.48299 1.45091
H 0.26590 -0.07258 -2.13230
H -0.73439 -0.72653 -0.61364
H 1.11249 -1.19316 -0.96565
H 1.49242 1.58127 -0.72400
H -0.21583 1.43107 0.17147
H -2.21816 -0.58943 0.75840
```

Values from the calculation:
- spin multiplicity = 1
- energy above the lowest of the compared OMol25 structures with the same formula, charge and spin (kcal per mole) = 41.7
- total charge = -1
- molecular weight (g mol⁻¹) = 79.1
- energy (hartree) = -553.79753